{
  "formula": "C73H146F10N15O26S10",
  "method": "ωB97M-V with the def2-TZVPD basis set",
  "fmax_ev_per_a": 11.584,
  "e_homo_ev": -15.949,
  "charge": 5,
  "species": ["C", "C", "C", "C", "C", "C", "N", "O", "C", "C", "C", "H", "H", "H", "H", "H", "H", "H", "H", "H", "H", "H", "H", "H", "H", "H", "H", "H", "H", "C", "C", "N", "C", "C", "C", "C", "C", "O", "C", "H", "H", "H", "H", "H", "H", "H", "H", "H", "H", "H", "H", "H", "H", "H", "H", "H", "H", "H", "H", "C", "C", "N", "C", "C", "C", "C", "C", "O", "C", "H", "H", "H", "H", "H", "H", "H", "H", "H", "H", "H", "H", "H", "H", "H", "H", "H", "H", "H", "H", "C", "C", "N", "C", "C", "C", "C", "C", "O", "C", "H", "H", "H", "H", "H", "H", "H", "H", "H", "H", "H", "H", "H", "H", "H", "H", "H", "H", "H", "H", "C", "C", "N", "C", "C", "C", "C", "C", "O", "C", "H", "H", "H", "H", "H", "H", "H", "H", "H", "H", "H", "H", "H", "H", "H", "H", "H", "H", "H", "H", "C", "C", "N", "C", "C", "C", "C", "C", "O", "C", "H", "H", "H", "H", "H", "H", "H", "H", "H", "H", "H", "H", "H", "H", "H", "H", "H", "H", "H", "H", "C", "N", "C", "C", "C", "C", "C", "C", "C", "C", "N", "C", "C", "C", "H", "H", "H", "H", "H", "H", "H", "H", "H", "H", "H", "H", "H", "H", "C", "N", "C", "C", "C", "C", "C", "C", "C", "C", "N", "C", "C", "C", "H", "H", "H", "H", "H", "H", "H", "H", "H", "H", "H", "H", "H", "H", "N", "S", "O", "O", "F", "S", "O", "O", "F", "N", "S", "O", "O", "F", "S", "O", "O", "F", "N", "S", "O", "O", "F", "S", "O", "O", "F", "N", "S", "O", "O", "F", "S", "O", "O", "F", "N", "S", "O", "O", "F", "S", "O", "O", "F"],
  "positions_angstrom": [[-1.33098, 1.47368, 1.55463], [-1.23810, 0.72251, 0.20510], [-0.58409, 1.59599, -0.90349], [0.95985, 1.72454, -0.88566], [1.61753, 0.92625, 0.31741], [1.13674, -0.49449, 0.53301], [-0.37293, -0.53128, 0.43469], [-0.91805, -1.85465, 0.47867], [1.63117, -1.09727, 1.87734], [1.72357, -1.35525, -0.59837], [-2.64774, 0.36109, -0.28122], [-1.31607, 2.55328, 1.40521], [-0.51719, 1.30566, 2.26005], [-2.23726, 1.14509, 2.06335], [-1.03817, 2.58516, -0.96227], [-0.76066, 1.04878, -1.82949], [1.34425, 2.74441, -0.89932], [1.34219, 1.37181, -1.84352], [1.54494, 1.54760, 1.21002], [2.70192, 0.91260, 0.20786], [2.49824, -0.54838, 2.24479], [1.97593, -2.12435, 1.75755], [0.88705, -1.17310, 2.67021], [1.36188, -2.38207, -0.65251], [2.81110, -1.42267, -0.62719], [1.45836, -0.98475, -1.58856], [-3.23727, -0.08500, 0.51976], [-2.56881, -0.25483, -1.17706], [-3.09084, 1.30991, -0.58369], [7.58698, -1.20744, -8.08756], [7.03906, -2.63846, -7.61126], [5.51977, -2.76237, -7.69200], [5.14023, -2.60871, -9.20899], [5.13579, -4.26362, -7.27714], [3.65118, -4.53325, -7.16886], [4.81978, -1.57006, -7.00898], [5.16532, -1.42462, -5.54455], [4.85803, -2.65812, -4.98804], [5.01377, -2.59946, -3.56866], [7.22598, -0.85520, -9.05384], [8.67405, -1.18177, -8.01191], [7.33789, -0.44162, -7.35300], [7.34145, -2.96795, -6.61723], [7.37687, -3.47574, -8.22197], [4.05884, -2.68106, -9.32497], [5.47291, -3.50025, -9.74058], [5.50127, -1.70484, -9.69967], [5.49069, -4.35585, -6.25067], [5.64508, -4.99881, -7.90021], [3.26522, -4.48038, -8.18687], [3.17086, -3.79550, -6.52611], [3.49050, -5.46554, -6.62744], [3.74732, -1.74018, -7.10384], [5.13688, -0.64785, -7.49589], [4.50979, -0.69340, -5.07158], [6.21614, -1.14520, -5.46846], [4.86654, -3.61940, -3.21346], [4.39624, -1.85898, -3.06030], [5.95504, -2.34153, -3.08328], [5.16584, 0.84829, -1.35336], [5.38058, 2.32977, -0.84142], [6.59940, 2.70081, 0.03814], [6.37043, 1.83987, 1.34535], [7.97840, 2.35807, -0.54517], [9.12817, 2.24199, 0.46832], [6.46812, 4.20846, 0.56617], [6.39714, 5.37159, -0.43021], [6.44508, 6.59947, 0.24808], [6.66454, 7.79541, -0.58382], [5.19132, 0.02115, -0.64393], [5.94425, 0.73150, -2.10738], [4.19349, 0.77695, -1.84074], [4.53494, 2.62226, -0.21896], [5.24781, 2.94931, -1.72835], [7.14033, 2.08365, 2.07742], [6.62744, 0.82195, 1.05227], [5.33514, 1.77964, 1.68099], [8.09226, 3.12398, -1.31233], [7.78497, 1.38354, -0.99346], [10.05817, 2.31153, -0.09593], [9.14092, 1.22334, 0.85597], [9.19359, 2.94236, 1.30097], [7.37182, 4.24957, 1.17422], [5.55945, 4.22008, 1.16808], [5.42100, 5.50925, -0.89530], [7.29863, 5.17778, -1.01147], [7.52899, 7.74923, -1.24616], [6.71520, 8.75429, -0.06799], [5.81794, 7.98324, -1.24420], [-1.09035, -8.19421, -2.93585], [0.09044, -7.85353, -1.91532], [0.59805, -6.39596, -1.90840], [1.33031, -6.11440, -3.25301], [-0.56464, -5.40586, -1.72174], [-1.48999, -5.70854, -0.42655], [1.66444, -6.22774, -0.78265], [2.98345, -7.04817, -1.10461], [3.89576, -6.41655, -1.98904], [5.20228, -6.98579, -2.03486], [-1.99396, -7.62622, -2.71453], [-1.27846, -9.25156, -2.74948], [-0.89361, -8.07888, -4.00173], [0.90031, -8.56500, -2.07666], [-0.32879, -8.00242, -0.92025], [0.61386, -6.25017, -4.06317], [2.17766, -6.79096, -3.36421], [1.66969, -5.08357, -3.15155], [-1.11146, -5.40693, -2.66465], [-0.07831, -4.43089, -1.68982], [-2.14007, -6.57646, -0.53709], [-2.01929, -4.76451, -0.29713], [-1.00050, -5.75474, 0.54627], [1.12490, -6.52678, 0.11600], [1.83268, -5.15950, -0.64606], [2.71176, -8.00486, -1.55075], [3.48415, -7.13671, -0.14047], [5.88896, -6.49163, -2.72217], [5.18045, -8.07554, -2.04201], [5.69728, -6.90330, -1.06725], [0.47407, 4.57990, -7.78328], [-0.60302, 4.06407, -6.79351], [0.03400, 3.54702, -5.43769], [1.11993, 2.43381, -5.69369], [0.84618, 4.66354, -4.67851], [1.34048, 4.44107, -3.18324], [-1.07083, 2.95701, -4.58067], [-2.23880, 3.94503, -4.16516], [-1.87527, 5.20614, -3.69452], [-2.92445, 6.11792, -3.51219], [1.15765, 3.82347, -8.16880], [1.04460, 5.35549, -7.27234], [0.01696, 5.02213, -8.66847], [-1.22540, 3.22884, -7.11464], [-1.28279, 4.84423, -6.45094], [1.33461, 2.03808, -4.70101], [2.01970, 2.78119, -6.20147], [0.61379, 1.69783, -6.31838], [0.19188, 5.51923, -4.84524], [1.73257, 4.76923, -5.30399], [2.06880, 3.64113, -3.05011], [0.58005, 4.37765, -2.40489], [2.06143, 5.23040, -2.97042], [-0.58052, 2.64991, -3.65688], [-1.47655, 2.06828, -5.06404], [-2.95708, 3.50274, -3.47483], [-2.78765, 4.04814, -5.10123], [-3.30045, 6.41416, -4.49145], [-2.70715, 6.97756, -2.87823], [-3.72456, 5.54944, -3.03809], [-4.80260, -2.41075, -1.66552], [-5.49876, -0.95320, -1.52735], [-7.03692, -0.94152, -1.74171], [-7.33988, -1.12276, -3.26994], [-7.67090, -2.09905, -1.00208], [-7.27798, -2.31302, 0.47099], [-7.65938, 0.39294, -1.10045], [-6.97020, 1.69295, -1.57375], [-6.97694, 1.76502, -2.95487], [-6.29878, 2.79120, -3.61399], [-5.11360, -3.17929, -0.95790], [-3.78909, -2.22603, -1.30948], [-4.73633, -2.80754, -2.67857], [-5.13577, -0.28593, -2.30907], [-5.23271, -0.53902, -0.55484], [-8.40241, -1.14408, -3.51219], [-6.97050, -2.09477, -3.59682], [-6.81419, -0.32186, -3.78985], [-7.55491, -2.96654, -1.65178], [-8.74690, -1.98724, -1.13561], [-7.69234, -1.57599, 1.15889], [-6.23728, -2.40952, 0.78041], [-7.70513, -3.25205, 0.82292], [-7.50788, 0.29916, -0.02511], [-8.72872, 0.24866, -1.25471], [-5.93455, 1.75335, -1.23927], [-7.41970, 2.58917, -1.14614], [-5.24002, 2.79555, -3.35493], [-6.77032, 3.73286, -3.33289], [-6.44154, 2.66866, -4.68763], [1.84361, -0.95554, 5.72424], [0.88520, -0.36229, 6.68856], [-0.00746, -1.16021, 7.33876], [-0.93183, -0.61607, 8.25279], [-0.84321, 0.72354, 8.59923], [0.05160, 1.57575, 7.88611], [0.93326, 1.00166, 6.92565], [-1.64892, 1.30841, 9.69160], [-1.85127, 0.69511, 10.91141], [-2.67500, 1.27688, 11.88029], [-3.21172, 2.51696, 11.71058], [-2.99804, 3.20739, 10.57652], [-2.21190, 2.59834, 9.51716], [-4.20900, 2.98334, 12.70965], [2.68460, -0.30874, 5.47425], [1.26742, -1.22269, 4.83839], [2.18454, -1.87129, 6.20721], [0.08974, -2.23424, 7.28027], [-1.64159, -1.21217, 8.80713], [0.25809, 2.58005, 8.22543], [1.62821, 1.65390, 6.41767], [-1.48688, -0.30981, 11.06557], [-3.00545, 0.69694, 12.72934], [-3.33199, 4.22321, 10.42484], [-2.03746, 3.12225, 8.58899], [-4.17067, 4.07116, 12.76693], [-4.04429, 2.56238, 13.70149], [-5.16335, 2.62768, 12.32130], [-6.91228, 5.28537, 4.02269], [-6.56917, 3.95606, 4.50869], [-6.69243, 3.66913, 5.78803], [-6.14648, 2.45773, 6.38300], [-5.47833, 1.50803, 5.62238], [-5.23101, 1.92840, 4.30327], [-5.75952, 3.11083, 3.74270], [-5.08250, 0.18338, 6.19260], [-3.93460, -0.47046, 5.68565], [-3.60426, -1.69996, 6.26201], [-4.28386, -2.31862, 7.27818], [-5.46659, -1.74404, 7.70882], [-5.84739, -0.48796, 7.19607], [-3.85446, -3.64916, 7.82448], [-6.05720, 5.95752, 4.09446], [-7.87459, 5.63069, 4.40062], [-7.05209, 5.11356, 2.95544], [-7.17998, 4.41182, 6.40212], [-6.42947, 2.20601, 7.39441], [-4.85198, 1.28732, 3.52112], [-5.73308, 3.49922, 2.73530], [-3.23345, -0.07305, 4.96672], [-2.78368, -2.29819, 5.89434], [-6.02835, -2.19110, 8.51565], [-6.75151, -0.01043, 7.54381], [-2.93217, -3.38922, 8.34400], [-3.77591, -4.28455, 6.94232], [-4.65572, -3.97292, 8.48875], [0.03936, -0.22593, -4.10893], [-0.96037, -1.31670, -3.80269], [-1.00389, -1.87110, -2.48399], [-1.50440, -2.04354, -4.94472], [-2.29750, -0.30754, -3.58003], [1.26227, -1.31387, -4.55100], [1.43764, -1.45408, -5.96395], [1.64214, -2.49175, -3.69947], [2.42981, -0.25239, -4.24880], [3.42133, 3.34412, 2.05256], [3.14282, 2.94538, 3.46372], [2.24100, 1.80239, 3.67094], [3.16985, 3.92276, 4.52876], [4.58824, 2.24881, 3.69911], [2.12340, 4.41122, 2.04912], [2.23716, 5.71302, 2.64508], [0.80076, 3.81911, 2.06413], [2.26274, 4.93358, 0.54152], [-2.79341, -3.70888, 4.15659], [-1.48007, -3.45290, 3.55674], [-0.98232, -2.09224, 3.75699], [-1.08144, -4.22541, 2.36440], [-0.62953, -4.29033, 4.64254], [-3.60918, -3.05153, 2.75501], [-3.58602, -3.91755, 1.60814], [-3.60397, -1.61217, 2.59653], [-5.11998, -3.25114, 3.29580], [3.44725, -4.31633, 2.01657], [3.52288, -3.66276, 3.35403], [3.86323, -2.24963, 3.48423], [4.08952, -4.42570, 4.47412], [1.93751, -3.74481, 3.59587], [5.01140, -3.76234, 1.51200], [6.16503, -4.20563, 2.22623], [5.01883, -2.48024, 0.83347], [5.03721, -4.81602, 0.29272], [-5.06182, 5.05213, 1.10321], [-5.76375, 5.78994, -0.00893], [-7.09069, 5.26074, -0.37271], [-5.03144, 6.53922, -1.02672], [-6.13923, 6.99028, 0.96174], [-4.02998, 4.17778, 0.11066], [-2.61311, 4.48586, 0.18824], [-4.58239, 3.59969, -1.08761], [-4.05500, 2.84444, 1.00386]],
  "atomic_forces_ev_per_a": [[0.4, -0.2, 0.7], [-0.3, 0.0, 0.1], [1.5, -0.8, -0.6], [0.7, -0.8, 0.9], [-0.2, 1.8, -0.4], [0.3, -0.2, -0.2], [-2.6, -7.8, -0.2], [3.1, 9.2, -0.2], [0.0, -0.4, 0.3], [-0.6, -0.7, -1.6], [0.8, 0.0, 0.0], [-0.3, -0.1, -0.3], [0.3, -0.2, -0.2], [-0.1, 0.1, -0.1], [-0.4, -0.2, 0.4], [-0.6, 0.2, -0.1], [-0.4, 0.2, 0.7], [0.0, -0.6, 0.0], [-0.6, -0.2, 0.2], [0.1, -0.4, -0.3], [-0.2, 0.2, -0.2], [-0.2, 0.1, -0.5], [-0.2, 0.4, -0.2], [-0.2, 0.0, 0.6], [0.0, 0.3, 0.8], [-0.2, 0.4, 0.1], [0.0, -0.2, -0.2], [-0.2, -0.2, 0.2], [-0.1, 0.0, 0.1], [-0.3, -1.1, 1.5], [0.0, 0.6, -0.8], [-0.1, 0.2, -2.1], [-0.5, -1.1, 0.6], [-0.1, 1.1, 1.8], [0.2, 1.0, -0.5], [-0.1, -0.6, 0.3], [-0.4, -0.4, -1.1], [0.9, 0.1, 2.0], [-0.1, -1.0, 1.0], [0.3, -0.4, 0.0], [0.0, -0.5, -0.5], [-0.4, 0.0, 0.1], [-0.1, 0.7, 0.2], [0.3, 0.4, -0.4], [0.0, 0.4, 0.4], [0.6, 0.1, 0.1], [0.1, -0.1, 0.5], [0.5, 0.1, -0.3], [0.2, 0.6, -0.4], [-0.7, -0.5, 0.3], [0.0, 0.2, -0.2], [0.1, -0.3, -0.6], [0.1, 0.1, -0.2], [-0.2, -0.3, -0.5], [0.2, 0.5, -0.3], [0.2, 0.0, 0.5], [-0.6, 0.2, 0.2], [-1.0, -0.2, -0.4], [1.1, 0.1, -1.2], [1.1, 1.2, 0.2], [-0.9, -0.5, 0.2], [-1.8, 0.0, 1.6], [1.2, -0.7, -1.5], [-1.2, 0.5, 0.4], [0.0, -0.6, -0.6], [-0.4, -0.9, 0.3], [0.2, 0.2, 0.0], [1.4, 1.6, 0.8], [-0.6, -0.6, -0.7], [0.3, 0.3, 0.3], [-0.1, -0.6, -0.1], [0.0, 0.4, -0.1], [0.0, 0.0, 0.2], [0.9, 0.3, 0.1], [-0.6, 0.5, 0.1], [0.0, -0.1, -0.2], [0.3, 0.8, -0.1], [0.5, -0.2, -0.1], [0.4, 0.1, -0.2], [0.0, 0.2, 0.0], [-0.1, 0.1, 0.3], [-0.3, 0.2, -0.3], [-0.2, 0.5, 0.1], [0.3, -0.3, 0.3], [0.1, -1.3, -1.1], [-0.2, 0.7, -1.2], [0.3, -0.5, 0.3], [0.2, -0.7, 1.1], [-0.4, -0.5, -0.2], [1.0, 0.5, 1.0], [-1.6, 0.4, -0.8], [0.9, -0.8, -0.9], [-1.0, 0.1, 1.1], [0.2, -1.1, 1.3], [1.2, 1.1, -1.4], [-0.1, -0.5, -1.3], [-0.2, 0.9, 0.6], [-0.3, 0.9, -0.7], [0.1, -0.6, 2.1], [0.0, -0.1, 0.1], [-0.2, 0.0, -0.1], [0.4, 0.1, 0.1], [0.1, 0.5, 0.0], [0.2, -0.1, 0.0], [0.0, 0.2, 0.1], [-0.2, 0.2, 0.1], [0.1, -0.1, -0.4], [-0.3, -0.2, 0.2], [-0.1, 0.1, 0.4], [-0.1, 0.3, -0.2], [-0.6, -0.3, -0.2], [0.6, -0.3, -0.3], [0.5, -0.5, 0.1], [0.3, 0.0, -0.4], [0.1, -0.3, 0.5], [-0.1, -0.5, 0.2], [-0.7, -0.2, -0.5], [-0.2, -0.2, -1.2], [0.0, 0.7, 0.4], [-0.6, -0.2, 0.6], [1.2, -0.1, 1.1], [1.5, -0.4, -0.1], [-2.0, 0.3, 0.2], [-0.3, -0.3, 0.0], [0.0, 0.0, -1.3], [0.1, 1.2, 1.7], [-0.2, -0.1, -1.7], [2.6, -0.3, 0.2], [-1.7, -0.9, -0.3], [-0.1, -0.2, 0.3], [0.0, 0.1, -0.3], [-0.2, 0.1, 0.2], [0.3, 0.0, -0.3], [0.2, 0.2, -0.3], [0.1, -0.1, -0.3], [-0.3, 0.5, 0.2], [0.2, -0.2, 0.2], [0.4, 0.2, 0.7], [-0.1, 0.2, 0.1], [-0.5, -0.8, -0.5], [-0.1, 0.2, -0.3], [-0.7, 0.8, 0.0], [0.2, -0.3, -0.1], [-0.1, 0.2, -0.1], [0.3, -0.7, 0.2], [-0.5, 0.3, -0.2], [0.0, 0.4, -0.1], [0.6, -0.3, -0.2], [-0.4, 0.3, 0.3], [-0.1, 1.7, 0.5], [-0.2, -1.9, -1.0], [0.1, 0.4, 0.5], [0.6, 0.2, 0.8], [-0.2, -0.3, -0.3], [-0.4, -0.1, 0.4], [1.0, -0.7, -0.8], [0.2, -0.1, 0.0], [-0.9, -1.7, -1.0], [-0.2, 0.9, 0.2], [-0.6, 0.2, -0.2], [0.3, 0.1, -0.4], [-0.2, 0.2, 0.1], [0.3, -0.1, 0.1], [-0.5, 0.0, 0.0], [0.0, 0.5, 0.6], [0.3, 0.0, 0.4], [-0.3, -0.1, 0.1], [0.8, -0.2, 0.4], [-0.2, 0.5, 0.6], [-0.2, 0.2, -0.3], [0.2, 0.2, -0.8], [-0.2, -0.1, -0.3], [0.2, -0.1, -0.1], [0.1, 0.6, -0.5], [0.2, -0.4, 0.4], [-0.5, 0.0, 0.4], [0.1, 0.1, 0.0], [0.3, 0.4, 0.0], [0.0, -0.2, 0.1], [-0.1, -1.0, 0.0], [-0.3, 1.7, 0.6], [-0.2, 1.2, 0.8], [1.1, 0.1, -0.4], [0.8, 1.2, -1.1], [0.9, -2.1, -0.1], [-2.0, -0.7, 1.4], [-0.6, 1.9, -0.2], [-1.0, -0.2, 0.6], [0.2, 0.0, -1.1], [0.2, -0.8, 0.0], [2.3, -1.5, -2.2], [-0.9, 0.0, 2.1], [-0.2, 0.2, -0.2], [-0.3, 0.2, 0.2], [0.2, 0.0, -0.1], [0.3, 0.0, -0.3], [0.1, 0.0, -0.7], [0.2, -0.5, -0.2], [-0.2, 0.2, -0.3], [0.3, -0.4, -0.4], [0.1, 0.0, 0.3], [0.2, 0.3, 0.3], [-0.4, 0.0, 0.5], [-0.2, 0.3, 0.1], [-0.1, -0.1, 0.0], [0.3, 0.0, -0.3], [-0.1, 0.3, 0.3], [-0.6, -0.1, -2.0], [2.6, -1.5, 0.7], [0.8, -1.9, 1.9], [-1.5, 1.1, -0.9], [-0.4, 1.2, 0.0], [-1.0, 0.7, -1.9], [-1.4, 0.2, 1.8], [0.5, -0.9, -0.3], [-0.8, -0.7, 1.7], [0.0, -0.7, 0.6], [-2.2, 1.8, -0.8], [1.3, 1.5, -0.9], [0.9, -0.3, -0.6], [-0.4, 1.4, -0.6], [-0.2, 0.1, 0.5], [0.4, 0.1, 0.4], [-0.1, 0.5, -0.2], [-0.2, -0.1, 0.1], [0.1, 0.4, 0.2], [0.6, -0.3, 0.2], [0.7, -0.6, -0.4], [-0.2, 0.1, -0.3], [0.2, 0.2, -0.1], [0.1, -0.4, -0.1], [-0.1, -0.3, 0.2], [0.0, -0.9, 0.0], [0.4, -0.3, 0.4], [0.4, -0.2, 0.0], [4.0, -1.1, -0.7], [-9.7, -1.1, 0.4], [1.2, -0.7, -0.1], [2.0, 0.1, 1.6], [1.0, 0.3, -0.2], [4.2, -0.5, 0.0], [-0.9, -0.2, 0.4], [-1.9, 3.3, -1.8], [0.0, 0.0, 0.6], [-2.4, 3.1, -2.9], [2.4, -5.4, 8.2], [0.6, 1.3, -0.5], [-0.8, -0.5, -1.3], [-0.4, -0.1, -0.1], [-2.4, 4.9, -3.6], [0.7, -1.7, 0.8], [1.5, -0.6, 0.2], [0.4, -1.4, -0.6], [-6.9, 0.9, -1.6], [11.3, -2.1, -1.2], [-0.5, -0.8, -0.5], [-1.1, 2.5, 1.7], [-0.4, 0.7, 0.3], [-4.4, -0.9, -0.3], [0.1, 1.2, 1.1], [0.8, -1.0, 0.4], [0.9, -0.1, 0.4], [3.6, 0.6, -3.9], [-0.7, 0.5, 8.9], [-0.6, -0.6, -0.9], [-1.1, 0.8, -2.1], [-0.2, 0.4, 0.4], [0.7, -1.8, -3.8], [-1.0, 0.8, 0.6], [-0.5, -1.0, 0.9], [-0.3, 0.5, -0.1], [4.4, -3.9, -0.6], [-6.8, 6.5, -3.5], [2.7, 0.1, 0.5], [-0.1, -2.3, 1.1], [-0.6, 0.4, 0.3], [2.7, -2.4, 1.7], [-2.2, 0.5, -0.4], [0.2, 1.3, 0.1], [-0.3, -0.4, 1.1]]
}